--- one ---
The following is a quantum chemistry calculation of 2 unconnected molecules or ions with the total composition C7H14N2, from OMol25.

Summary:
frontier orbital gap = 9.543 eV
SMILES = Cc1c[nH]cn1.CCC
E_LUMO = 0.85 eV

The geometry in XYZ format:
```
23
C7H14N2, DFT ωB97M-V/def2-TZVPD
N 0.93294 1.10303 0.36880
N -0.14947 2.93099 -0.18371
C -0.15411 1.79156 0.55783
C 0.95610 2.87428 -1.01662
C 1.61278 1.74943 -0.64537
C 2.85165 1.18443 -1.25751
C -0.98298 -1.65034 0.59356
C -1.05842 -2.34646 1.94168
C -1.82745 -2.29465 -0.53296
H -2.31317 -1.54164 -1.15078
H 3.68759 1.45671 -0.64835
H -1.16497 -2.84012 -1.20843
H -0.57871 -3.29382 1.86867
H -1.30205 -0.61865 0.72771
H -2.09349 -2.51505 2.26929
H 0.04030 -1.61424 0.22520
H 0.96575 3.55077 -1.85874
H -2.53159 -3.02688 -0.13926
H -0.96389 3.49207 -0.36536
H 2.99736 1.50936 -2.28489
H -0.77722 -1.66159 2.74695
H 2.85491 0.09272 -1.22263
H -1.00187 1.66810 1.21491
```

Atom charges from the natural (NBO) analysis, given in e for atoms 1 to 8: atom 1 (N): -0.4632, atom 2 (N): -0.5255, atom 3 (C): 0.1764, atom 4 (C): -0.1289, atom 5 (C): 0.0994, atom 6 (C): -0.6337, atom 7 (C): -0.3930, atom 8 (C): -0.6096

---

--- two ---
The following is a quantum chemistry calculation of a single C7H14N2 molecule, from OMol25.

Summary:
frontier orbital gap = 9.432 eV
SMILES = C1NC[C@H]2CNC[C@H]1C2
E_LUMO = 0.98 eV

The geometry in XYZ format:
```
23
C7H14N2, DFT ωB97M-V/def2-TZVPD
N 0.68659 1.07129 -1.72574
N -0.42726 -1.28936 1.63588
C 1.66608 0.89407 -0.62641
C 0.95937 -0.72832 1.57111
C -1.29732 0.12608 -0.33807
C -0.58097 0.25951 -1.73336
C -1.25953 -1.24078 0.41718
C -0.42171 0.94274 0.61968
C 0.87798 0.10720 0.36076
H -2.27747 0.55605 -0.42643
H -0.84036 0.98752 1.62136
H -2.25546 -1.35658 0.92186
H -1.26251 0.65697 -2.45370
H 2.03652 1.82150 -0.21743
H 0.60941 -0.76391 -0.29684
H -1.05238 -2.15464 -0.19896
H 1.09122 -0.23411 2.55432
H -0.42928 -0.74674 -2.08751
H -0.32389 1.96906 0.21625
H 1.06315 0.99260 -2.65994
H 2.60162 0.34520 -0.99707
H 1.73198 -1.51233 1.44748
H -0.89576 -0.70302 2.39557
```

Atom charges from the natural (NBO) analysis, given in e for atoms 1 to 8: atom 1 (N): -0.6505, atom 2 (N): -0.6193, atom 3 (C): -0.1954, atom 4 (C): -0.2014, atom 5 (C): -0.2420, atom 6 (C): -0.2269, atom 7 (C): -0.2552, atom 8 (C): -0.4069

---

--- three ---
The following is a quantum chemistry calculation of a single C7H14N2 molecule, from OMol25.

Summary:
frontier orbital gap = 7.223 eV
SMILES = CC(=C/N)/C(C)=C(\C)N
E_LUMO = 0.91 eV

The geometry in XYZ format:
```
23
C7H14N2, DFT ωB97M-V/def2-TZVPD
N 2.04360 1.05053 0.76203
N -0.62372 -0.33643 2.19514
C -0.66329 0.12431 0.88468
C 0.57408 0.09444 -1.01223
C 1.05515 1.18929 -0.24481
C -1.64482 1.25240 0.69199
C -0.33690 -2.20534 -0.22976
C 0.71227 -0.00536 -2.50227
C -0.18996 -0.70829 -0.17223
H -1.41852 2.10455 1.34006
H -2.66033 0.91356 0.94658
H 2.06280 0.11423 1.14897
H 1.75277 -0.14811 -2.80928
H -0.17135 -2.55925 -1.24978
H -1.32404 -0.02613 2.85250
H 0.39735 -2.73003 0.39400
H 0.12531 -0.82377 -2.92425
H -0.20736 -1.23754 2.36578
H 2.01563 1.76363 1.48450
H 1.10529 2.18208 -0.70115
H 0.37011 0.92500 -2.96957
H -1.33132 -2.52983 0.08761
H -1.64275 1.59604 -0.33849
```

Atom charges from the natural (NBO) analysis, given in e for atoms 1 to 8: atom 1 (N): -0.8133, atom 2 (N): -0.8294, atom 3 (C): 0.2299, atom 4 (C): -0.0813, atom 5 (C): -0.0122, atom 6 (C): -0.6383, atom 7 (C): -0.6461, atom 8 (C): -0.6398

---

--- four ---
The following is a quantum chemistry calculation of a molecular structure, C7H14N2, from OMol25.

Summary:
frontier orbital gap = 8.838 eV
E_LUMO = 0.90 eV

The geometry in XYZ format:
```
23
C7H14N2, DFT ωB97M-V/def2-TZVPD
N 0.60593 0.30373 0.41920
N 1.36966 1.25646 -1.63602
C 0.41473 -1.27381 -1.44069
C -0.63455 -1.78007 1.58950
C -1.17380 0.50793 2.42978
C -1.19090 0.68875 -1.29500
C 0.11873 0.08283 -0.83838
C -0.55164 -0.46671 1.48627
C 2.56997 1.32875 -1.30387
H -1.36873 1.65248 -0.82175
H -1.12562 -2.24141 2.44006
H 1.25609 -1.73936 -0.93417
H -0.41964 1.18035 2.84491
H -1.64116 -0.00521 3.27419
H 0.55398 1.29005 0.65770
H 3.00820 0.85245 -0.41289
H -0.20982 -2.48660 0.89469
H -0.45509 -1.92621 -1.42169
H -1.12389 0.85200 -2.36976
H -2.01927 0.01148 -1.09094
H -1.92636 1.12160 1.93026
H 3.26650 1.91823 -1.91207
H 0.67666 -1.12770 -2.48931
```

Atom charges from the natural (NBO) analysis, given in e for atoms 1 to 8: atom 1 (N): -0.6555, atom 2 (N): -0.4601, atom 3 (C): -0.6749, atom 4 (C): -0.4628, atom 5 (C): -0.6766, atom 6 (C): -0.6764, atom 7 (C): 0.3922, atom 8 (C): 0.1974

---

Name the least stable of them. four.